{"formula": "C35H42Cl2N2O3PPd", "method": "ωB97M-V/def2-TZVPD", "homo_lumo_gap_ev": [4.724, 6.660], "homo_energy_ev": [-2.35, -4.23], "de_lowest_kcal_mol": 33.1, "charge": -1, "molar_mass_g_mol": 747.03, "total_energy_ev": -83912.6479, "multiplicity": 3, "species": ["O", "C", "C", "C", "H", "C", "H", "C", "H", "C", "H", "C", "H", "H", "C", "C", "H", "H", "H", "C", "C", "H", "H", "H", "H", "Pd", "Cl", "Cl", "H", "H", "C", "C", "N", "H", "C", "O", "H", "H", "H", "H", "H", "H", "C", "C", "N", "H", "C", "O", "H", "H", "H", "H", "C", "C", "C", "C", "C", "C", "P", "C", "C", "C", "C", "C", "C", "C", "C", "C", "C", "C", "C", "H", "H", "H", "H", "H", "H", "H", "H", "H", "H", "H", "H", "H", "H", "H"], "coordinates": [[-0.06, 1.04, -2.27], [-1.13, 1.23, -2.94], [-0.86, 1.78, -4.27], [0.29, 2.57, -4.45], [0.90, 2.80, -3.57], [0.63, 3.02, -5.72], [1.51, 3.64, -5.83], [-0.15, 2.66, -6.83], [0.14, 2.98, -7.82], [-1.29, 1.87, -6.65], [-1.91, 1.59, -7.51], [-1.65, 1.41, -5.38], [-2.50, 0.74, -5.19], [-2.10, 0.81, -2.67], [-2.63, 2.91, -1.44], [-2.36, 1.73, -0.63], [-3.18, 3.64, -0.82], [-3.28, 2.64, -2.29], [-1.70, 3.40, -1.78], [-2.94, 1.27, 0.49], [-4.29, 1.66, 1.04], [-2.42, 0.54, 1.12], [-4.53, 2.71, 0.78], [-4.29, 1.55, 2.14], [-5.10, 1.02, 0.65], [0.00, 0.57, -0.36], [1.56, 2.34, -0.32], [-1.45, -1.18, -1.09], [3.56, 0.07, -4.29], [4.96, 1.39, -3.09], [2.80, 0.08, -3.50], [4.54, 1.20, -2.10], [3.50, 0.20, -2.23], [2.22, -0.86, -3.51], [3.03, -0.39, -1.11], [1.91, -0.93, -0.98], [5.31, 0.80, -1.43], [3.75, -0.35, -0.25], [2.12, 0.93, -3.66], [4.15, 2.13, -1.66], [-1.54, -5.38, 1.03], [-0.51, -5.64, -2.57], [-2.01, -4.99, 0.12], [-1.19, -4.84, -2.22], [-0.99, -4.56, -0.81], [-2.66, -4.15, 0.39], [0.08, -3.88, -0.35], [0.38, -3.78, 0.86], [-1.00, -3.94, -2.81], [0.67, -3.39, -1.15], [-2.61, -5.76, -0.37], [-2.23, -5.18, -2.35], [-0.82, 3.70, 4.72], [-0.11, 3.94, 3.53], [0.15, 2.88, 2.66], [-0.26, 1.57, 2.98], [-0.98, 1.36, 4.17], [-1.24, 2.41, 5.04], [0.17, 0.22, 1.83], [1.91, -0.18, 2.17], [2.34, -1.50, 1.97], [3.64, -1.87, 2.30], [4.52, -0.90, 2.79], [4.12, 0.42, 2.94], [2.80, 0.79, 2.63], [-0.59, -1.20, 2.66], [-0.08, -1.66, 3.90], [-0.73, -2.69, 4.58], [-1.90, -3.24, 4.06], [-2.43, -2.77, 2.85], [-1.77, -1.77, 2.15], [-1.03, 4.52, 5.40], [0.24, 4.94, 3.29], [0.68, 3.05, 1.72], [-1.33, 0.36, 4.42], [-1.78, 2.22, 5.97], [1.64, -2.25, 1.59], [3.95, -2.91, 2.17], [5.54, -1.19, 3.04], [4.81, 1.19, 3.29], [2.47, 1.82, 2.75], [0.82, -1.21, 4.32], [-0.31, -3.07, 5.51], [-2.41, -4.05, 4.58], [-3.35, -3.18, 2.44], [-2.13, -1.45, 1.17]]}

=====

{"formula": "C6H10N2O", "method": "ωB97M-V/def2-TZVPD", "homo_lumo_gap_ev": [7.033, 7.029], "homo_energy_ev": [-6.41, -6.42], "de_lowest_kcal_mol": 126.8, "molar_mass_g_mol": 126.16, "total_energy_ev": -11406.5905, "species": ["C", "C", "C", "C", "N", "C", "C", "O", "N", "H", "H", "H", "H", "H", "H", "H", "H", "H", "H"], "coordinates": [[1.82, 0.96, -0.80], [0.08, -0.54, 0.39], [1.26, -0.34, -0.37], [-0.68, 0.53, 0.98], [-0.06, -1.90, 0.85], [-1.28, -0.09, -0.60], [-1.01, 1.78, 1.22], [2.07, -1.39, -0.53], [-2.20, -0.98, -0.60], [1.67, -2.11, 0.02], [-0.48, -1.89, 1.77], [-0.73, -2.39, 0.26], [-2.88, -0.84, -1.35], [-1.13, 0.71, -1.32], [2.37, 0.85, -1.73], [1.05, 1.72, -0.91], [2.54, 1.32, -0.05], [-1.67, 2.37, 0.59], [-0.74, 2.24, 2.17]]}

=====

{"formula": "C10H23F3NO4", "method": "ωB97M-V/def2-TZVPD", "homo_lumo_gap_ev": 9.184, "homo_energy_ev": -12.22, "charge": 1, "molar_mass_g_mol": 278.29, "total_energy_ev": -28566.2815, "species": ["C", "C", "O", "C", "C", "O", "N", "C", "O", "C", "F", "F", "F", "H", "H", "H", "H", "H", "H", "H", "H", "H", "H", "H", "H", "H", "C", "C", "O", "C", "C", "H", "H", "H", "H", "H", "H", "H", "H", "H", "H"], "coordinates": [[-1.34, -1.57, 0.85], [-2.71, -1.54, 0.20], [-2.78, -0.55, -0.84], [-2.49, -0.96, -2.14], [-1.06, -0.53, -2.57], [-0.48, 0.38, -1.62], [-1.08, 1.64, -1.66], [-1.05, 2.18, -0.24], [-1.11, 3.56, -0.28], [-2.29, 4.13, -0.70], [-3.34, 3.40, -0.33], [-2.30, 4.18, -2.04], [-2.37, 5.34, -0.21], [-1.21, -2.45, 1.49], [-0.56, -1.55, 0.10], [-1.21, -0.67, 1.47], [-3.49, -1.28, 0.91], [-2.98, -2.52, -0.22], [-3.23, -0.50, -2.80], [-2.57, -2.05, -2.27], [-0.33, -1.34, -2.59], [-1.08, -0.07, -3.57], [-0.55, 2.26, -2.28], [-2.05, 1.55, -2.00], [-0.09, 1.88, 0.16], [-1.87, 1.69, 0.30], [4.24, -2.31, 2.05], [3.16, -2.16, 1.00], [1.95, -1.58, 1.48], [2.06, -0.28, 2.02], [2.55, 0.76, 1.03], [3.87, -2.91, 2.89], [5.10, -2.82, 1.62], [4.58, -1.35, 2.44], [2.86, -3.14, 0.63], [3.54, -1.60, 0.14], [2.68, -0.28, 2.92], [1.04, -0.03, 2.34], [3.56, 0.57, 0.69], [2.54, 1.75, 1.50], [1.90, 0.79, 0.15]]}

=====

{"formula": "C2H12N2O3", "method": "ωB97M-V/def2-TZVPD", "homo_lumo_gap_ev": 9.593, "homo_energy_ev": -9.17, "de_lowest_kcal_mol": 31.8, "molar_mass_g_mol": 112.13, "total_energy_ev": -11390.3713, "species": ["C", "N", "C", "N", "H", "H", "H", "H", "H", "H", "H", "H", "O", "H", "H", "O", "H", "H", "O"], "coordinates": [[-3.49, 0.61, 0.21], [-1.41, 1.96, -1.09], [-1.58, 1.98, 0.32], [-2.61, 1.55, 0.91], [-3.93, 0.98, -0.72], [-4.38, 0.57, 0.84], [-3.10, -0.38, -0.01], [-2.31, 2.10, -1.54], [-0.70, 2.65, -1.32], [-0.95, 2.73, 0.79], [3.42, 2.54, 1.59], [4.46, 1.72, 0.80], [3.60, 1.66, 1.24], [1.64, -5.77, -0.49], [1.30, -4.29, -0.27], [1.52, -5.12, 0.18], [2.46, -1.17, -0.76], [3.31, -2.25, 0.03], [2.76, -2.09, -0.73]]}

=====

{"formula": "C31H52GdP2", "method": "ωB97M-V/def2-TZVPD", "homo_lumo_gap_ev": [6.334, 6.879], "homo_energy_ev": [-8.41, -9.97], "de_lowest_kcal_mol": 0.0, "charge": 1, "molar_mass_g_mol": 643.96, "total_energy_ev": -72392.0877, "multiplicity": 8, "species": ["Gd", "C", "C", "C", "C", "C", "C", "H", "H", "H", "C", "H", "H", "H", "C", "H", "H", "H", "C", "H", "H", "H", "C", "H", "H", "H", "C", "C", "C", "C", "C", "C", "C", "C", "H", "H", "H", "H", "H", "H", "H", "H", "H", "H", "H", "H", "P", "C", "H", "H", "H", "C", "H", "H", "H", "C", "H", "H", "H", "P", "C", "H", "H", "H", "C", "H", "H", "H", "C", "H", "H", "H", "C", "C", "C", "C", "C", "C", "C", "H", "H", "H", "H", "H", "H", "H"], "coordinates": [[-0.42, 0.26, -0.59], [-2.18, 1.78, 0.25], [-2.73, 0.90, -0.74], [-2.32, -0.34, 1.18], [-2.01, 1.02, 1.47], [-2.76, -0.43, -0.18], [-2.08, 3.26, 0.11], [-1.70, 3.54, -0.89], [-1.43, 3.70, 0.87], [-3.08, 3.71, 0.22], [-2.00, 1.60, 2.84], [-1.78, 2.67, 2.84], [-1.30, 1.11, 3.51], [-3.00, 1.50, 3.28], [-2.53, -1.42, 2.20], [-3.61, -1.54, 2.39], [-2.06, -1.20, 3.16], [-2.15, -2.39, 1.85], [-3.43, -1.62, -0.78], [-4.52, -1.55, -0.67], [-3.11, -2.55, -0.30], [-3.22, -1.70, -1.86], [-3.27, 1.32, -2.06], [-4.26, 1.79, -1.96], [-3.40, 0.46, -2.73], [-2.62, 2.05, -2.55], [1.27, 0.60, -3.20], [0.23, 1.45, -3.35], [-0.35, 1.72, -4.72], [-1.22, 0.61, -5.35], [-1.32, -0.65, -4.55], [-0.28, -1.49, -4.43], [1.04, -1.21, -5.08], [1.88, -0.10, -4.40], [0.46, 1.97, -5.43], [-0.84, 0.41, -6.37], [-0.97, 2.63, -4.65], [2.13, 0.65, -5.17], [1.89, 0.51, -2.30], [-0.09, 2.19, -2.59], [2.83, -0.55, -4.09], [1.63, -2.14, -5.10], [-0.37, -2.47, -3.97], [0.91, -0.94, -6.14], [-2.24, 1.00, -5.52], [-2.31, -0.90, -4.18], [1.54, 2.12, 0.73], [1.25, 3.00, 2.35], [2.09, 3.68, 2.56], [1.14, 2.31, 3.20], [0.33, 3.60, 2.27], [3.26, 1.48, 0.96], [3.92, 2.25, 1.39], [3.65, 1.17, -0.02], [3.24, 0.60, 1.63], [1.77, 3.58, -0.35], [2.20, 3.26, -1.31], [2.43, 4.32, 0.12], [0.78, 4.03, -0.53], [0.80, -2.40, -0.04], [-0.42, -3.64, -0.69], [0.07, -4.53, -1.13], [-1.06, -3.17, -1.46], [-1.06, -3.97, 0.14], [2.39, -2.60, -0.96], [2.22, -2.66, -2.04], [2.94, -3.48, -0.61], [3.00, -1.70, -0.74], [1.24, -3.27, 1.52], [1.57, -4.30, 1.32], [0.38, -3.30, 2.18], [2.05, -2.74, 2.02], [0.60, -0.41, 2.73], [1.19, -0.75, 3.95], [0.67, -1.83, 4.74], [1.14, -2.04, 6.02], [2.19, -1.27, 6.52], [2.79, -0.29, 5.73], [2.34, -0.03, 4.45], [0.55, 0.65, 2.42], [-0.13, -1.11, 2.30], [-0.12, -2.46, 4.30], [0.69, -2.82, 6.62], [2.55, -1.44, 7.53], [3.64, 0.28, 6.11], [2.83, 0.69, 3.79]]}